23
Properties=species:S:1:pos:R:3:forces:R:3 method="wB97M-V/def2-TZVPD" relative_energy_kj_mol=890.1 multiplicity=1 total_energy_ev=-10457.141 gap_ev=8.9 lumo_energy_ev=0.8
N 1.676 0.069 1.050 4.8 -2.5 4.0
N 0.217 -0.446 -1.017 1.5 -0.4 2.7
C 0.238 0.442 1.071 2.4 -1.0 1.6
C 0.349 1.763 0.228 0.0 0.2 1.2
C -1.904 -0.016 0.129 -0.6 -0.7 5.2
C -0.215 -0.977 1.636 -0.8 -0.9 1.4
C 0.627 0.929 -1.085 -2.3 2.6 -4.4
C -0.448 -0.445 0.229 -2.4 -2.5 -0.5
C -0.436 -1.147 -1.999 0.6 -2.1 -4.5
H 0.025 -1.148 -3.140 -0.8 0.5 3.0
H 1.992 -1.235 0.830 -1.4 5.3 0.6
H -1.483 -0.918 -2.115 -0.7 0.3 -0.2
H 1.879 0.155 2.327 -0.1 -0.5 -5.0
H 0.040 1.328 -2.042 1.2 0.0 1.8
H 1.649 0.908 -1.351 1.2 0.7 -0.1
H 1.318 2.233 0.508 -0.9 -0.1 -0.1
H -0.484 2.538 0.382 0.9 -1.5 -0.9
H -1.190 -1.174 2.209 1.7 0.1 -0.7
H 0.829 -1.517 1.893 -3.9 0.9 0.1
H -1.934 0.664 1.105 -0.8 -0.9 -2.1
H -0.367 -2.211 -1.732 -0.2 0.1 -0.1
H -2.105 0.532 -0.713 -0.7 1.4 -2.0
H -2.689 -0.812 0.341 1.1 0.8 -0.7

64
Properties=species:S:1:pos:R:3:forces:R:3 method="wB97M-V/def2-TZVPD" relative_energy_kj_mol=0.0 multiplicity=1 total_energy_ev=-106757.102 gap_ev=7.8 lumo_energy_ev=0.2
Y -0.060 0.181 -0.424 -1.1 -0.1 2.2
Br 3.318 0.993 2.322 0.0 0.5 0.3
O -4.076 -0.235 -3.948 -2.1 -0.4 -0.9
O 0.868 2.083 0.048 1.0 1.0 -0.2
O 2.894 2.475 -0.878 -0.8 0.2 0.7
O -2.049 -0.707 -1.349 -1.2 0.7 0.3
C 2.342 -0.517 -0.775 0.1 -0.8 -0.6
C 3.367 5.060 3.325 -0.1 -0.7 -0.3
C -6.057 -0.910 -5.242 0.5 0.1 0.2
C -0.967 -1.344 1.631 -0.4 0.4 0.5
C 0.851 -1.065 -2.454 0.6 -0.3 0.3
C -3.265 0.144 -1.218 0.5 -0.1 0.0
C 0.185 -0.623 2.069 -0.3 0.5 0.1
C -2.919 -1.893 -1.637 0.3 -0.1 0.1
C 2.402 4.881 1.111 0.1 -0.4 0.1
C -4.681 0.972 -4.433 0.2 -0.1 -0.4
C -2.576 -2.248 -3.057 0.3 -0.3 -0.8
C -4.185 -1.068 -1.231 0.4 0.2 -0.2
C -4.828 -1.392 -4.471 0.5 0.0 -0.2
C -6.002 0.622 -5.148 -0.1 0.2 0.3
C 0.724 -2.040 -1.405 0.8 0.1 -0.4
C -0.197 0.733 2.279 -0.4 -0.7 0.3
C 3.449 3.660 3.406 -0.3 0.3 -0.3
C 1.657 -1.706 -0.379 0.5 0.1 -1.1
C -2.682 -3.095 -0.758 0.1 -0.3 0.2
C 2.862 5.657 2.168 0.0 0.2 0.2
C 2.468 3.488 1.186 0.1 -0.3 0.5
C -1.597 0.840 2.040 0.5 -0.3 -0.2
C 1.845 -0.120 -2.059 0.2 -0.9 -0.1
C 2.064 2.620 0.022 0.1 -0.4 -1.4
C -2.078 -0.445 1.674 0.9 -0.2 0.0
C 3.020 2.887 2.325 0.0 0.6 -0.1
H -3.336 0.792 -2.096 0.0 -0.2 0.3
H -4.169 -1.937 -5.159 0.0 0.2 0.2
H -6.035 1.080 -6.139 -0.1 0.0 0.2
H -2.962 -2.910 0.275 0.1 0.0 0.1
H -2.604 -1.358 -3.689 0.2 -0.6 0.2
H 0.135 -2.957 -1.446 0.1 0.5 0.1
H 3.826 3.172 4.298 0.1 0.1 -0.1
H 3.726 5.662 4.155 -0.1 -0.1 -0.1
H 2.026 5.327 0.192 0.0 0.0 0.3
H -5.078 -2.113 -3.670 0.1 0.7 -0.2
H -5.032 -0.964 -1.898 0.1 -0.3 -0.2
H -6.962 -1.335 -4.806 0.0 0.2 -0.2
H -3.306 -3.923 -1.136 0.1 0.3 0.1
H -1.638 -3.433 -0.814 -0.4 0.1 0.1
H 2.231 0.704 -2.661 -0.3 -0.2 0.4
H 1.899 -2.305 0.497 -0.3 0.3 -0.2
H -4.816 1.674 -3.596 0.0 -0.3 -0.2
H 2.821 6.744 2.092 0.0 -0.3 0.0
H 1.155 -1.055 2.322 -0.4 0.2 -0.3
H -3.238 -3.024 -3.463 0.3 0.1 0.2
H 0.341 -1.088 -3.421 0.1 0.1 0.5
H -3.236 0.714 -0.293 0.1 0.1 0.0
H 0.451 1.520 2.650 -0.2 -0.1 -0.2
H -5.957 -1.256 -6.273 -0.3 0.1 0.1
H -1.010 -2.414 1.433 0.0 0.3 0.1
H -4.544 -1.337 -0.233 0.2 0.0 -0.2
H -3.121 -0.719 1.564 0.2 0.1 -0.3
H -2.201 1.735 2.181 0.2 -0.2 -0.1
H -1.548 -2.635 -3.120 -0.3 0.0 0.4
H 3.201 -0.091 -0.258 -0.6 0.1 -0.2
H -3.973 1.415 -5.141 -0.1 0.1 0.1
H -6.845 0.994 -4.562 0.0 0.0 -0.2

93
Properties=species:S:1:pos:R:3:forces:R:3 method="wB97M-V/def2-TZVPD" relative_energy_kj_mol=0.0 multiplicity=3 total_energy_ev=-103334.743 total_charge=+1 gap_ev="7.8 / 6.4" lumo_energy_ev="-2.1 / -2.1"
Te 1.233 -0.017 2.319 -0.5 -0.1 -0.2
Co -1.060 -1.316 -1.500 -0.6 -0.5 0.0
F 2.668 1.108 -6.471 0.4 -0.8 -0.9
F 3.700 2.325 -5.019 -0.6 -0.4 0.3
F 1.981 3.078 -6.063 -0.4 0.2 0.2
O -1.826 -2.975 -3.142 0.7 -0.2 -0.7
O -2.555 -2.708 -0.432 0.3 0.2 0.0
O -3.231 -0.269 -1.671 1.4 -0.1 1.5
O 0.209 -2.693 -0.601 0.1 0.4 0.5
N 0.316 -0.951 0.832 -0.3 -0.5 -0.4
N -0.003 -0.285 -2.804 0.1 0.7 0.1
C 3.471 4.305 -1.755 0.1 -0.5 -1.1
C 0.539 -2.256 0.529 0.1 1.0 -0.2
C -0.266 1.165 3.335 1.4 -0.1 0.1
C -3.625 0.603 -2.662 -0.5 0.5 -0.3
C -0.562 3.038 4.790 -0.9 0.0 0.0
C 2.480 1.968 -5.495 0.3 1.0 0.3
C -3.840 -2.156 -0.294 -0.4 0.0 0.1
C -1.618 0.949 3.292 -0.8 -0.7 0.8
C 2.270 -3.948 0.841 0.1 -0.5 0.3
C 1.902 1.531 1.068 1.5 -0.3 0.5
C -2.649 -3.946 -2.548 -0.6 -0.2 0.2
C -4.210 -1.215 -1.410 -0.9 -0.2 -0.4
C 0.290 2.205 4.113 0.1 -0.6 -0.4
C 1.257 -3.195 1.406 -0.1 -0.7 1.4
C 2.786 -5.069 2.966 -1.4 1.5 -0.6
C 3.011 -4.830 1.617 1.4 -0.7 -0.6
C 1.111 0.319 -2.383 0.5 -0.9 1.0
C 1.563 1.330 -4.484 -0.8 -0.8 0.0
C -2.448 1.788 4.024 1.1 0.9 -0.1
C 1.559 3.189 -0.598 0.8 0.2 -0.1
C -2.438 -3.992 -1.063 1.4 0.4 0.9
C 1.754 2.502 4.190 -0.1 0.6 0.3
C -2.872 3.811 5.348 -0.8 2.0 -0.3
C -0.483 2.249 0.413 0.7 -0.3 0.5
C 3.313 1.651 0.936 0.2 0.0 -0.5
C 4.397 0.891 1.704 -1.1 0.1 0.3
C -2.318 -0.169 2.594 0.5 -0.5 -0.6
C 2.928 3.316 -0.776 0.6 0.2 0.4
C 0.961 -3.427 2.761 0.8 -0.6 0.4
C -0.384 -0.004 -4.052 -1.3 -0.4 -0.8
C 1.725 -4.354 3.516 -0.5 0.5 -0.2
C 3.815 2.553 -0.013 -0.9 -0.2 0.1
C 1.027 2.309 0.330 -0.9 0.4 -0.5
C 1.930 1.105 -3.165 0.4 1.1 -0.3
C -1.942 2.882 4.718 0.1 -1.3 -0.7
C -1.233 -3.431 -4.370 -0.2 0.1 -0.3
C 0.345 0.751 -4.936 1.0 0.9 0.3
H -1.663 -0.850 2.046 0.0 0.3 -0.1
H 0.141 -2.951 3.289 0.0 0.2 -0.3
H -2.895 -0.800 3.265 -0.2 0.2 0.3
H 3.250 5.337 -1.460 -0.1 -0.2 -0.3
H -2.836 1.300 -2.832 0.7 0.4 -0.3
H 0.958 3.800 -1.262 -0.4 -0.1 0.3
H 4.382 1.174 2.774 0.3 -0.1 -0.5
H -3.498 1.632 3.979 -0.8 -0.1 0.0
H -4.625 -2.918 -0.265 0.1 -0.2 0.0
H -3.374 4.493 4.592 0.3 -1.1 0.7
H -1.976 -3.527 -5.198 0.3 0.0 0.7
H -4.375 -1.697 -2.379 -0.3 -0.5 0.2
H 1.398 0.037 -1.361 -0.1 0.4 -0.4
H 2.386 1.629 4.286 0.2 -0.3 0.2
H -0.507 -2.685 -4.666 0.1 0.2 0.0
H -1.382 -4.271 -0.806 -1.0 0.0 -0.5
H -2.421 -4.951 -2.917 -0.2 0.1 -0.2
H 2.052 3.033 3.300 0.3 0.1 -0.5
H 3.852 -5.348 1.136 -0.5 0.1 0.1
H -3.601 3.341 5.986 -0.5 -0.3 -0.1
H -0.187 3.825 5.408 0.4 0.4 0.2
H -3.688 -3.679 -2.773 -0.1 -0.4 -0.1
H 4.549 4.180 -1.839 0.1 0.2 0.1
H 3.347 -5.741 3.573 0.4 -0.4 0.1
H -2.981 0.308 1.883 -0.4 -0.2 -0.3
H -3.863 0.055 -3.563 -0.1 -0.1 -0.6
H 4.892 2.632 -0.183 -0.4 0.1 0.1
H -1.361 -0.419 -4.382 0.8 0.2 0.3
H 4.304 -0.192 1.653 -0.2 -0.1 0.0
H -3.885 -1.642 0.675 0.2 0.0 -0.2
H -3.115 -4.683 -0.574 -0.3 -0.3 0.0
H -2.353 4.507 5.973 0.5 0.4 0.5
H 1.474 -4.503 4.557 -0.1 0.0 0.1
H -0.060 0.948 -5.920 0.2 -0.1 -0.1
H 2.784 1.639 -2.715 -0.4 -0.8 -0.4
H 1.937 3.204 5.014 0.1 -0.5 -0.1
H -0.830 2.528 1.410 -0.1 0.1 -0.2
H 3.087 4.063 -2.782 0.1 0.6 0.8
H 2.432 -3.887 -0.222 0.2 0.1 -0.1
H -0.836 1.251 0.188 -0.2 -0.3 0.0
H -4.496 1.173 -2.355 -0.4 0.1 0.1
H -5.154 -0.733 -1.110 0.0 0.0 -0.1
H 5.329 1.139 1.219 0.4 0.1 0.4
H -0.689 -4.384 -4.259 -0.3 0.2 0.2
H -0.882 2.918 -0.317 -0.4 0.5 -0.4

21
Properties=species:S:1:pos:R:3:forces:R:3 method="wB97M-V/def2-TZVPD" relative_energy_kj_mol=405.1 multiplicity=1 total_energy_ev=-23175.931 gap_ev=8.1 lumo_energy_ev=0.2
S 3.150 0.688 -1.462 0.1 0.6 -0.7
N 0.182 -1.231 0.381 1.1 -0.5 2.4
N -0.242 -0.123 -1.642 1.7 -0.5 0.3
N 2.443 -0.731 -1.067 -3.9 -0.9 0.5
N 3.105 -1.560 -0.172 -0.7 -0.1 1.9
C 0.506 -0.657 -0.693 4.1 1.1 -3.2
C 3.349 1.698 -0.007 -0.5 2.4 -0.3
C -1.532 -0.275 -1.440 -0.9 -0.3 -0.4
C -2.047 -0.791 -0.267 0.5 0.6 2.7
C -1.077 -1.174 0.732 -2.7 -0.6 -1.7
C -3.519 -0.885 0.071 3.0 -1.9 -0.1
H -1.402 -1.622 1.688 0.3 0.4 -0.5
H 3.154 -2.526 -0.498 -0.4 0.4 -0.1
H -4.116 -0.604 -0.695 -1.9 1.0 -2.5
H -3.857 -0.482 0.956 -0.2 1.5 2.0
H 3.684 2.722 -0.482 -0.8 -1.8 1.0
H 4.144 1.408 0.658 0.2 -0.4 0.3
H 2.626 -1.552 0.776 0.8 0.0 -1.4
H 2.383 1.852 0.555 1.0 -0.1 -0.6
H -3.632 -1.927 0.212 -0.7 -1.4 0.1
H -2.171 -0.059 -2.301 0.0 0.3 0.4

109
Properties=species:S:1:pos:R:3:forces:R:3 method="wB97M-V/def2-TZVPD" multiplicity=3 total_energy_ev=-99738.937 gap_ev="4.3 / 4.7" lumo_energy_ev="-0.3 / -0.2"
Ti -0.093 0.075 0.046 -1.3 1.1 0.1
Cl -6.631 -4.343 -1.485 -0.1 -0.2 0.1
O -6.269 1.709 -0.560 -0.2 -0.1 0.1
N 1.749 -0.968 -0.065 0.8 -0.4 -0.1
N -4.016 1.763 1.054 -0.6 0.0 0.8
N -0.157 -0.532 -1.874 -0.1 -1.1 -3.3
N -0.830 -1.753 0.622 0.0 -0.8 0.3
N -3.719 2.299 -0.128 1.2 -0.7 -0.3
N 0.592 0.442 1.898 1.1 0.6 2.9
N -2.075 0.930 0.336 -0.7 0.2 -0.2
C -7.238 4.272 0.239 0.1 -0.1 -0.1
C -1.462 5.394 -4.940 -0.1 0.0 -0.1
C -2.084 -2.152 0.948 -0.8 -0.1 0.1
C 1.174 -1.509 -3.642 -0.3 -0.2 -0.7
C -4.527 3.315 -0.745 -0.8 0.3 -0.1
C 2.521 0.202 3.333 -0.1 0.1 0.6
C -1.619 4.205 -5.639 -0.1 0.0 -0.3
C -6.465 5.269 -1.920 0.0 -0.2 0.0
C -6.144 -2.725 -1.861 0.1 0.2 -0.1
C -0.047 1.008 2.951 0.0 -0.2 -0.5
C 0.149 2.964 -1.053 -0.3 1.0 -0.5
C -3.032 0.943 1.306 -0.2 0.3 -0.2
C 0.493 1.870 -0.601 1.1 0.2 -0.2
C -0.831 2.998 -3.720 0.0 0.0 0.1
C -0.123 -3.993 1.154 -0.1 0.2 0.0
C 1.840 0.764 4.414 -0.3 0.0 -0.8
C -0.761 4.183 -2.959 -0.1 -0.2 -0.2
C -2.671 6.536 0.257 -0.1 0.1 0.1
C 2.190 -0.832 -1.448 0.3 0.2 -0.6
C -5.306 -0.159 -2.551 0.1 -0.1 -0.1
C -0.938 5.061 -0.584 -0.1 0.2 0.3
C 0.127 -2.706 0.723 0.3 -0.7 0.2
C -0.438 4.125 -1.559 0.5 -0.7 0.2
C -5.694 2.378 -2.819 0.1 -0.1 0.4
C -1.413 -4.382 1.504 -0.1 0.2 -0.1
C -6.946 3.980 -1.242 0.0 0.0 0.1
C -2.112 5.814 -0.776 0.1 -0.1 0.0
C -1.198 -0.547 -2.744 0.4 0.2 0.7
C 0.090 -1.519 -4.524 -0.1 0.5 0.9
C -4.785 1.162 -3.046 -0.2 0.3 0.0
C -2.064 6.578 1.504 -0.1 0.1 0.2
C -0.335 5.124 0.687 0.0 0.1 -0.1
C -4.997 -2.200 -1.291 -0.2 -0.1 0.0
C -0.879 5.881 1.700 -0.1 0.0 0.2
C -8.274 3.579 -1.904 0.3 0.0 0.0
C -6.887 -1.977 -2.761 0.0 -0.1 0.1
C -5.878 2.815 -1.347 0.0 0.3 -0.4
C 1.019 -1.009 -2.372 -0.3 0.3 0.5
C 0.532 1.198 4.183 0.5 -0.1 0.5
C -2.411 -3.414 1.384 0.2 -0.1 0.0
C -4.600 -0.918 -1.626 -0.1 0.0 -0.1
C -6.459 -0.709 -3.105 0.2 0.1 0.1
C 2.636 -0.290 0.869 0.5 0.3 0.3
C 1.889 0.090 2.116 -0.3 0.1 -0.4
C 1.535 -2.367 0.292 0.0 -0.8 0.1
C -1.114 -1.007 -4.035 0.3 -0.3 -0.7
C -1.263 3.011 -5.028 -0.1 0.0 -0.1
C -1.029 5.389 -3.631 0.0 0.0 0.1
C -2.543 1.804 -0.550 -0.3 0.2 0.3
H -0.865 6.326 -3.118 -0.1 0.0 0.1
H -4.401 -2.794 -0.616 0.0 -0.1 0.1
H -5.522 5.620 -1.513 0.2 0.1 0.1
H -1.327 2.078 -5.574 0.0 -0.1 -0.1
H -0.389 5.925 2.664 0.0 0.0 0.0
H -1.987 4.214 -6.655 0.0 0.0 -0.1
H 2.226 -2.665 1.094 -0.1 0.1 -0.2
H -0.548 2.060 -3.257 0.0 0.0 0.0
H -2.507 7.144 2.311 0.0 0.1 0.0
H 0.569 4.553 0.862 0.0 0.0 0.0
H 1.774 -3.001 -0.573 0.0 0.1 0.1
H 3.546 -0.127 3.443 0.0 0.0 -0.1
H -1.675 6.336 -5.428 0.0 0.0 0.0
H 2.552 0.194 -1.593 -0.1 -0.2 0.1
H -1.059 1.344 2.771 0.1 0.0 0.0
H -1.982 -0.946 -4.672 -0.1 0.0 0.0
H 3.532 -0.888 1.100 -0.2 0.1 0.0
H 0.691 -4.699 1.199 0.2 -0.1 0.0
H -3.440 -3.647 1.619 -0.1 0.0 0.0
H -9.011 4.362 -1.734 -0.1 0.0 0.1
H 2.950 0.655 0.404 -0.1 -0.2 0.0
H -3.602 7.068 0.097 0.0 0.1 0.0
H -7.018 -0.150 -3.841 -0.1 0.1 -0.1
H -7.770 -2.395 -3.215 -0.1 -0.1 0.0
H -2.125 -0.126 -2.384 0.0 -0.1 0.1
H -4.656 1.076 -4.129 0.2 0.0 0.0
H -5.281 3.215 -3.383 -0.1 0.0 -0.1
H -1.633 -5.386 1.824 0.0 -0.1 0.1
H -7.203 6.053 -1.764 -0.1 0.1 0.0
H -4.736 4.050 0.032 0.2 0.0 -0.1
H -7.310 3.342 0.799 0.0 0.0 0.1
H -8.173 3.466 -2.980 0.0 -0.1 -0.1
H -8.667 2.657 -1.481 -0.2 -0.2 0.0
H -2.617 5.784 -1.732 0.0 0.0 0.0
H -3.705 -0.528 -1.168 0.1 0.1 0.1
H -0.026 1.687 4.967 -0.1 0.0 0.0
H -2.031 2.126 -1.436 0.1 0.1 -0.2
H -6.673 2.143 -3.240 0.0 0.0 0.0
H 0.192 -1.864 -5.541 0.0 -0.1 0.0
H -3.804 1.355 -2.620 0.1 0.0 -0.1
H -6.349 5.138 -2.992 0.0 0.0 -0.2
H 3.006 -1.532 -1.693 -0.2 0.1 0.0
H -3.021 0.346 2.199 0.1 -0.1 0.1
H 2.315 0.898 5.371 0.0 0.0 0.1
H -7.078 1.329 -0.920 0.0 0.0 -0.1
H -8.177 4.814 0.334 0.0 0.1 0.0
H -2.867 -1.414 0.838 0.1 0.0 0.0
H -6.462 4.886 0.690 0.1 0.1 0.1
H -3.930 3.778 -1.530 0.1 0.1 0.1
H 2.138 -1.877 -3.964 0.1 0.0 0.1

23
Properties=species:S:1:pos:R:3:forces:R:3 method="wB97M-V/def2-TZVPD" relative_energy_kj_mol=0.0 multiplicity=2 total_energy_ev=-17572.496 total_charge=+2 gap_ev="5.3 / 3.2" lumo_energy_ev="-9.4 / -11.5"
Ag 5.220 2.421 0.465 1.7 1.9 -0.2
O 2.794 -0.321 0.888 0.9 0.3 0.3
O 4.683 0.699 1.430 -0.1 -0.4 0.1
O 3.432 1.586 -0.135 -0.2 -0.3 0.0
C 1.619 -0.352 0.074 -0.3 0.4 -0.8
C -2.665 2.090 -0.293 -0.2 1.2 0.2
C 3.641 0.669 0.713 -1.9 -1.7 0.1
C -0.245 -1.983 -0.399 -0.4 0.5 -0.4
C -3.818 2.271 -0.937 0.0 -0.4 -0.2
C 0.864 -1.615 0.449 0.2 -1.1 0.7
C -1.584 -2.154 0.046 -0.5 0.0 -0.4
H -2.598 1.458 0.597 0.3 -0.6 -0.7
H 0.624 -1.699 1.518 0.0 0.4 -0.3
H 1.007 0.536 0.278 0.1 -0.2 0.0
H -1.886 -1.041 0.051 0.3 -0.5 0.0
H 1.903 -0.361 -0.986 -0.1 0.1 0.2
H 1.509 -2.507 0.229 0.1 0.3 0.1
H -4.046 3.211 -1.446 0.3 -0.6 -0.4
H -0.054 -2.107 -1.473 0.0 0.3 0.2
H -4.562 1.475 -1.006 -0.2 0.5 0.6
H -2.253 -2.609 -0.693 0.2 0.0 0.3
H -1.704 -2.510 1.074 0.0 0.2 -0.1
H -1.881 2.843 -0.444 -0.3 -0.2 0.5